10
Properties=species:S:1:pos:R:3:forces:R:3 method="wB97M-V/def2-TZVPD" largest_force_ev_per_a=6.33 orbital_gap_ev="8.17 / 8.17" e_homo_ha="-0.327 / -0.327" de_lowest_kcal_mol=137.7 energy_ha=-209.9444 charge=0
C -4.0912 0.1965 -0.0342 6.21 -1.19 -0.34
C -1.3099 -0.5698 0.0389 -4.53 1.22 -0.78
C -0.0232 -0.8810 0.0669 0.25 -0.14 0.58
C 1.1820 0.1037 -0.0448 -0.88 -0.19 0.84
N -2.5540 -0.3178 -0.0640 -0.25 0.96 0.45
H -3.7981 1.2441 -0.3910 -0.38 -0.81 0.30
H 0.1467 -1.8988 0.4867 0.13 0.80 -0.50
H 1.0156 0.9454 -0.6909 -0.83 0.48 -0.23
H 2.0797 -0.3068 -0.5263 -0.21 -0.50 0.85
H 1.3221 0.5328 0.9918 0.48 -0.63 -1.16



10
Properties=species:S:1:pos:R:3:forces:R:3 method="wB97M-V/def2-TZVPD" largest_force_ev_per_a=0.89 orbital_gap_ev=7.74 e_homo_ha=-0.346 de_lowest_kcal_mol=84.9 energy_ha=-210.0284 charge=0
N 2.9948 -0.1110 -0.1560 -0.79 0.29 0.28
C 1.9462 0.2378 0.2237 0.59 -0.21 -0.16
C 0.7396 0.6504 0.8176 -0.03 -0.02 -0.32
C -0.8997 -0.7741 0.0196 -0.05 -0.20 0.05
C -0.4010 0.7083 -0.1094 0.00 0.07 0.02
H -0.0789 -1.4948 -0.0618 -0.15 0.12 0.00
H -1.4080 -0.9260 0.9737 0.11 0.00 -0.16
H -1.5947 -0.9736 -0.8015 0.10 0.12 0.15
H -1.1983 1.3632 0.2548 0.17 -0.12 -0.06
H -0.1786 0.9205 -1.1642 0.05 -0.06 0.21



10
Properties=species:S:1:pos:R:3:forces:R:3 method="wB97M-V/def2-TZVPD" largest_force_ev_per_a=3.27 orbital_gap_ev=8.19 e_homo_ha=-0.282 de_lowest_kcal_mol=101.7 energy_ha=-210.0017 charge=0
C -1.0248 -2.7604 0.4897 -1.27 -2.95 0.56
C -0.6607 -0.3970 0.2039 0.01 0.42 -0.58
C -0.4711 0.8779 0.0224 -0.97 2.31 1.00
C 0.9149 1.4814 -0.3286 -0.39 -1.47 1.73
N -0.7495 -1.6171 0.2480 0.90 1.67 -0.01
H -0.3734 -3.6403 0.4043 0.25 0.76 -0.18
H -1.3422 1.5927 0.2618 1.32 -1.13 -0.45
H 0.9668 2.5426 -0.6465 -0.08 -0.76 0.74
H 1.1120 0.8477 -1.1409 1.08 -0.39 -1.63
H 1.6279 1.0723 0.4857 -0.84 1.54 -1.19



10
Properties=species:S:1:pos:R:3:forces:R:3 method="wB97M-V/def2-TZVPD" largest_force_ev_per_a=3.66 orbital_gap_ev=10.44 e_homo_ha=-0.346 de_lowest_kcal_mol=76.7 energy_ha=-210.0415 charge=0
C 1.3655 0.2697 0.9271 -0.19 -0.02 -0.76
C -0.6165 -0.1675 0.8907 -2.15 0.16 2.45
C -1.7753 -0.0731 0.3200 -0.54 0.08 -0.57
C 1.1647 -0.1873 -0.3101 3.21 0.19 -1.75
N 0.2945 -0.0970 1.7342 -0.31 -0.21 0.48
H 2.1314 0.9420 1.2758 0.11 -0.03 0.05
H -2.4403 0.7313 0.5833 -0.06 0.18 0.17
H -2.0895 -0.7186 -0.4812 0.09 -0.19 -0.09
H 1.8215 0.1001 -1.1292 -0.12 0.09 0.00
H 0.5441 -1.0345 -0.5269 -0.05 -0.26 0.01



10
Properties=species:S:1:pos:R:3:forces:R:3 method="wB97M-V/def2-TZVPD" largest_force_ev_per_a=4.52 orbital_gap_ev=9.55 smiles="CN=c1cc1" e_homo_ha=-0.312 de_lowest_kcal_mol=107.6 energy_ha=-209.9923 charge=0
C -1.4820 0.2093 0.0088 2.89 3.10 -0.69
N -0.0317 1.3220 -0.0969 -4.46 -0.64 -0.45
C 0.9671 0.6139 -0.0931 2.99 -1.45 1.29
C 2.4489 0.4463 0.0143 -3.14 0.29 -0.45
C 1.6712 -0.6103 0.1465 -0.11 -2.51 -0.63
H -2.3102 0.9720 -0.2339 1.21 -1.82 0.32
H -1.3744 -0.0494 1.0742 -0.56 -0.20 -0.66
H -1.2069 -0.5972 -0.7354 -0.91 0.99 0.99
H 3.3180 0.9704 -0.1908 1.77 0.39 0.02
H 1.6217 -1.7540 0.1361 0.31 1.85 0.27



11
Properties=species:S:1:pos:R:3:forces:R:3 method="wB97M-V/def2-TZVPD" largest_force_ev_per_a=2.00 orbital_gap_ev=8.35 e_homo_ha=-0.508 de_lowest_kcal_mol=76.3 energy_ha=-264.4938 charge=+1
C -2.0837 0.0071 1.1064 -1.60 0.41 1.13
C 1.3660 0.5633 -0.4328 1.17 1.18 0.10
C 0.0549 -1.0735 -0.7156 -0.28 -1.37 -0.76
C -0.0216 0.2528 0.0198 0.44 -0.70 -0.49
N -0.9941 0.4781 0.7296 0.36 0.36 -0.07
N 1.2858 -0.7667 -1.0479 -0.05 0.52 0.28
H -3.0141 0.3701 0.6835 -0.01 -0.03 -0.27
H -2.1445 -0.6001 2.0011 0.18 -0.18 0.09
H 1.4486 1.3858 -1.1481 -0.03 -0.07 0.10
H 2.1139 0.6752 0.3573 -0.10 -0.01 -0.08
H 1.9889 -1.2921 -1.5533 -0.08 -0.10 -0.04



11
Properties=species:S:1:pos:R:3:forces:R:3 method="wB97M-V/def2-TZVPD" largest_force_ev_per_a=4.77 orbital_gap_ev="7.62 / 4.46" e_homo_ha="-0.457 / -0.519" de_lowest_kcal_mol=118.6 spin_multiplicity=3 energy_ha=-264.3330 charge=+1 s_squared=2.01
C -3.6608 -0.6733 0.1843 0.53 1.13 -0.66
C -2.4264 -0.1472 -0.1983 1.20 -0.16 0.19
C 1.2802 -0.5763 -0.2854 -3.31 -2.82 -0.95
C 2.0962 0.3197 0.0332 3.86 2.60 1.05
N -3.6953 0.4094 -0.5090 -0.33 -0.66 0.24
N -1.1988 0.0253 -0.3640 -2.42 0.09 0.15
H -4.2917 -1.3826 0.6659 -0.41 -0.46 0.36
H 0.7607 -1.4695 -0.5381 0.32 -0.16 -0.42
H 3.1675 0.0762 0.0792 0.10 -0.02 0.36
H 1.9358 1.3614 0.2912 -0.48 0.29 -0.30
H -0.9499 0.8468 -0.9076 0.94 0.18 0.00



12
Properties=species:S:1:pos:R:3:forces:R:3 method="wB97M-V/def2-TZVPD" largest_force_ev_per_a=3.69 orbital_gap_ev="7.67 / 7.67" e_homo_ha="-0.451 / -0.451" de_lowest_kcal_mol=63.4 energy_ha=-339.7658 charge=+1
C -0.4131 -0.5650 1.1591 1.58 -0.36 -0.11
C 0.9073 0.8927 -0.3458 -0.29 -0.46 0.00
C -1.8584 -2.3013 0.6258 -1.61 -1.01 0.12
C 1.3941 1.9993 -1.1519 -3.27 0.06 -1.71
N 0.2949 0.0816 0.2170 0.55 0.90 -0.66
N -0.6753 -1.9478 0.8593 2.00 -0.28 -0.98
O -2.9694 -2.5731 0.6537 0.83 0.29 -0.21
H -1.2459 -0.0405 1.4386 -1.92 1.14 1.11
H 2.3962 1.8771 -1.4569 1.01 -0.42 -0.76
H 1.4323 2.8096 -0.4503 -0.26 0.84 0.25
H 0.5740 2.2280 -2.0636 2.52 -0.51 2.41
H 0.1633 -2.4607 0.5150 -1.16 -0.19 0.54